No. 1
16
Properties=species:S:1:pos:R:3:forces:R:3 method="wB97M-V/def2-TZVPD" homo_ev=-8.10 e_lumo_ev=0.15 orbital_gap_ev=8.2
C 1.5629 -0.9923 -0.2337 2.7 -3.1 -0.2
C -0.8581 0.1122 0.0710 -3.9 2.2 -2.2
H 2.5644 -0.8026 -1.1337 -3.6 0.5 2.5
H 1.2995 -2.1220 -0.5919 -0.5 3.1 0.9
H 2.2878 -1.2822 0.7540 -2.4 1.5 -2.2
H 1.7717 1.1936 -0.5548 0.6 1.6 -0.4
H 1.7306 1.3762 1.0681 -1.8 -0.3 -1.6
H -0.8367 -1.5519 0.7129 0.3 -2.7 2.5
H -2.9671 -0.4383 0.2648 -1.4 3.5 1.1
H -0.5720 2.2027 -0.2240 -3.0 1.9 0.0
N 0.4762 0.1221 0.0178 3.9 -2.2 0.2
N 1.0900 1.3289 0.1760 2.6 1.3 1.4
N -1.2947 -1.1302 -0.0147 -2.7 -2.7 -2.0
N -1.8916 0.9307 -0.0730 2.0 0.9 0.8
O -2.7289 -1.2654 -0.0384 2.9 -4.0 -0.6
O -1.6341 2.3187 -0.2002 4.2 -1.4 0.0

=====

No. 2
13
Properties=species:S:1:pos:R:3:forces:R:3 method="wB97M-V/def2-TZVPD" homo_ev=-7.98 smiles="[H]/N=c1/cnccn1O" e_lumo_ev=0.08 orbital_gap_ev=8.1
H 2.1984 -1.7688 -0.3104 -0.5 0.4 0.3
N 1.2689 -2.0159 0.0248 -0.5 -0.4 -0.1
C 0.3039 -1.2362 0.0175 2.1 2.4 -0.3
C -1.0980 -1.2593 -0.0306 -2.3 -2.1 -0.1
N -1.9593 -0.2694 0.0708 0.2 -0.8 0.1
C -1.5916 0.9976 0.0673 2.9 -1.7 -0.7
C -0.2653 1.3716 -0.1369 -1.0 1.2 0.9
N 0.6831 0.5023 0.1052 -0.3 -1.9 0.2
O 1.9736 0.9526 -0.0614 0.2 0.1 -1.5
H -1.6307 -2.2765 -0.2336 1.5 1.7 0.4
H -2.3123 1.6973 0.1096 -2.4 2.3 -0.1
H -0.0740 2.4350 -0.3567 0.5 -0.7 0.1
H 2.5035 0.8697 0.7343 -0.5 -0.4 0.6

=====

No. 3
13
Properties=species:S:1:pos:R:3:forces:R:3 method="wB97M-V/def2-TZVPD" homo_ev=-10.13 smiles=CC1(C)CO1 e_lumo_ev=1.03 orbital_gap_ev=11.2
C -1.2659 -0.7734 -0.0720 0.0 0.0 0.0
C -0.0241 0.1111 -0.1247 0.0 -0.3 0.1
C 1.3062 -0.6067 -0.0203 0.0 0.0 -0.1
C -0.0373 1.5247 0.2665 0.0 0.2 0.2
O -0.1167 1.1524 -1.1026 0.2 0.0 -0.2
H -1.8258 -0.7086 0.8661 0.2 0.1 -0.1
H -1.9393 -0.4867 -0.8858 0.1 0.0 0.2
H -0.9859 -1.8217 -0.2264 -0.1 0.2 0.1
H 1.5031 -0.8751 1.0251 -0.1 0.0 -0.2
H 2.1086 0.0492 -0.3647 0.0 0.0 0.1
H 1.3341 -1.5286 -0.6095 -0.1 0.1 0.0
H -0.9192 1.9746 0.7201 0.0 -0.1 -0.2
H 0.9021 2.0178 0.5319 -0.2 -0.2 0.1

=====

No. 4
44
Properties=species:S:1:pos:R:3:forces:R:3 method="wB97M-V/def2-TZVPD" homo_ev="-8.89 / -8.91" e_lumo_ev="-1.81 / -1.32" multiplicity=2 orbital_gap_ev="7.1 / 7.6"
V -0.0554 0.0959 0.0876 0.0 -0.2 0.5
O 1.1907 -3.3654 1.7956 0.0 0.0 0.0
C 1.0818 -2.2240 1.4060 -0.1 0.2 -0.1
N 0.0590 -1.7234 0.6384 0.1 -0.2 0.1
C -1.0734 -2.6014 0.4191 -0.1 0.1 0.0
C -2.3180 -1.7685 0.5394 0.1 0.0 0.0
C -3.6004 -2.2908 0.6126 0.0 0.0 0.0
C -4.6731 -1.4210 0.6450 0.0 0.0 0.0
C -4.4401 -0.0511 0.5883 0.0 0.0 0.0
C -3.1373 0.3926 0.5199 0.0 0.0 0.0
N -2.0995 -0.4499 0.5183 -0.2 -0.1 0.0
C 2.0495 -1.1400 1.7650 0.0 -0.1 0.0
C 3.2083 -1.3512 2.4788 0.0 0.0 0.0
C 3.9957 -0.2474 2.7749 0.0 0.0 0.0
C 3.5941 1.0068 2.3418 0.0 0.0 0.0
C 2.4194 1.1255 1.6182 0.0 0.1 0.0
N 1.6662 0.0640 1.3504 0.2 0.1 0.0
H -1.0472 -3.0334 -0.5876 0.0 0.0 0.0
H -1.0543 -3.4281 1.1309 -0.1 0.0 0.0
H -3.7382 -3.3631 0.6389 0.0 0.0 0.0
H -5.6845 -1.8007 0.7019 0.0 0.0 0.0
H -5.2522 0.6610 0.5892 0.0 0.0 0.0
H -2.8961 1.4455 0.4541 0.0 0.0 0.0
H 3.4599 -2.3563 2.7855 0.0 0.0 0.0
H 4.9128 -0.3650 3.3363 0.0 0.0 0.0
H 4.1827 1.8876 2.5531 0.0 0.0 0.0
H 2.0674 2.0783 1.2454 0.0 0.0 0.0
O 1.2604 0.4840 -5.8629 0.0 0.0 0.0
C 1.0031 0.4143 -4.7011 0.0 0.1 0.0
C 1.9836 0.6856 -3.5265 -0.1 -0.1 0.0
O 3.1428 0.9848 -3.6171 0.0 0.0 0.0
C 1.1421 0.4727 -2.3482 0.0 0.0 0.3
C -0.1369 0.1271 -2.6517 -0.1 0.0 -0.1
O -0.9081 -0.0791 -1.6067 0.0 -0.1 -0.5
C -0.3804 0.0533 -4.0968 0.1 -0.1 0.1
O -1.3770 -0.2291 -4.7044 0.0 0.0 0.0
O 1.3761 0.5556 -1.0551 0.3 0.2 -0.4
Cl -0.3517 0.0518 3.8992 0.0 0.0 -0.1
C -1.4236 1.3329 3.2618 0.1 0.0 0.1
C -0.7283 2.1937 2.2157 0.2 0.1 -0.2
O -0.4708 3.3465 2.4503 0.0 0.0 0.1
O -0.4628 1.6326 1.0501 -0.2 0.0 0.3
H -1.6948 1.9760 4.0915 0.0 0.0 0.0
H -2.2941 0.8257 2.8603 0.0 0.1 0.0

=====

No. 5
55
Properties=species:S:1:pos:R:3:forces:R:3 method="wB97M-V/def2-TZVPD" homo_ev="-0.41 / -0.41" charge=-2 e_lumo_ev="4.61 / 4.61" orbital_gap_ev="5.0 / 5.0"
Pt 0.5034 -0.1441 0.6102 -0.4 0.1 -0.7
Br -1.7057 -2.4062 1.2024 -0.1 0.0 0.0
C -2.9417 -0.9648 1.0500 0.0 -0.1 0.0
C -4.2535 -1.3559 0.9894 0.1 0.0 0.0
C -5.2838 -0.3982 0.9540 0.0 0.1 0.0
C -4.9645 0.9244 1.0136 0.0 0.0 0.0
C -3.6130 1.3518 1.0835 0.0 0.0 0.0
C -3.3414 2.7340 1.1739 0.1 0.0 0.0
C -2.0428 3.1617 1.2494 -0.1 0.0 0.0
C -0.9904 2.2407 1.1903 0.0 -0.1 0.0
C -1.1681 0.8625 1.0721 0.1 0.2 0.3
C -2.5354 0.4064 1.0677 0.0 -0.1 0.0
H -4.4917 -2.4105 0.9863 0.0 0.0 0.0
H -6.3166 -0.7237 0.9027 0.0 0.0 0.0
H -5.7384 1.6855 1.0131 0.0 0.0 0.0
H -4.1738 3.4298 1.1916 0.0 0.0 0.0
H -1.8202 4.2207 1.3381 0.0 0.0 0.0
H 0.0242 2.6221 1.2255 0.0 0.0 0.0
F 1.9887 1.7692 5.8600 0.0 0.0 0.0
C 1.9593 0.4328 5.7551 0.0 0.1 0.0
F 1.1832 -0.0296 6.7524 0.0 0.0 0.0
F 3.1965 -0.0187 5.9822 0.1 0.0 0.0
S 1.2551 -0.1269 4.1305 0.2 0.1 0.0
O 1.4004 -1.5497 4.1829 0.0 -0.1 0.0
O -0.0421 0.4686 4.2069 -0.1 0.0 -0.1
N 2.1359 0.6429 3.0711 -0.1 0.0 -0.1
S 3.3158 0.1401 2.1351 0.5 -0.2 0.7
O 3.6540 1.1816 1.2137 -0.2 0.0 -0.1
O 3.3053 -1.2411 1.7603 0.0 0.2 0.0
C 4.8160 0.1988 3.2445 0.1 0.0 0.0
F 4.8467 1.2886 4.0310 0.0 0.0 0.0
F 4.9261 -0.8790 4.0295 -0.1 0.0 0.1
F 5.9254 0.2352 2.4811 0.0 0.0 0.0
C 1.2873 1.1442 -2.4539 0.0 0.0 0.0
C 0.3814 -0.0897 -2.4157 0.1 0.1 0.0
C -1.0806 0.4062 -2.4869 0.0 0.0 0.0
C 0.6191 -0.8729 -1.1222 0.2 -0.2 0.2
C 0.6284 -1.0158 -3.6041 0.0 0.0 0.0
C -0.1677 -2.1539 -3.7793 0.0 0.0 0.0
C 0.0141 -3.0107 -4.8511 0.0 0.0 0.0
C 1.0076 -2.7607 -5.7919 0.0 0.0 0.0
C 1.8087 -1.6422 -5.6346 0.0 0.0 0.0
C 1.6188 -0.7842 -4.5562 0.0 0.0 0.0
H 1.0776 1.7351 -1.5617 0.0 0.0 0.0
H 1.1142 1.7625 -3.3448 0.0 0.0 0.0
H 2.3385 0.8590 -2.3987 0.0 0.0 0.0
H -1.2548 1.1129 -1.6745 0.0 0.0 0.0
H -1.7902 -0.4140 -2.3658 0.0 0.0 0.0
H -1.2796 0.9040 -3.4443 0.0 0.0 0.0
H 0.2081 -1.8872 -1.2294 -0.1 0.0 0.0
H -0.9367 -2.3704 -3.0488 0.0 0.0 0.0
H -0.6205 -3.8843 -4.9512 0.0 0.0 0.0
H 1.1555 -3.4329 -6.6295 0.0 0.0 0.0
H 2.5949 -1.4320 -6.3516 0.0 0.0 0.0
H 2.2629 0.0780 -4.4537 0.0 0.0 0.0

=====

no.,largest force on an atom (Eh/bohr)
1,0.097
2,0.066
3,0.006
4,0.011
5,0.016